The following is a DFT calculation (ωB97M-V/def2-TZVPD) of a 6-piece molecular cluster, C12H24Br12 overall at a distorted geometry.

Its LUMO energy (spin up / spin down) is -3.50 / -9.19 eV. As for the spin multiplicity: 2. As for the energy above the lowest of the compared OMol25 structures with the same formula, charge and spin: 13.7 kcal per mole. The energy is -853332.9357 eV. The total charge is +1. The value obtained for the gap between HOMO and LUMO (spin up / spin down) is 8.151 / 2.451 eV.

```
48
C12H24Br12 | the OMol25 dataset | ωB97M-V/def2-TZVPD
Br 19.95 -22.51 -21.28
C 18.28 -21.62 -20.61
C 18.08 -21.64 -19.06
Br 17.95 -23.51 -18.34
H 17.49 -22.15 -21.13
H 18.31 -20.68 -21.15
H 17.19 -21.09 -18.77
H 18.95 -21.17 -18.61
Br 21.59 -21.85 -15.24
C 20.14 -22.69 -14.22
C 19.60 -23.88 -15.02
Br 18.67 -25.19 -13.86
H 19.36 -21.97 -14.00
H 20.60 -23.05 -13.30
H 20.33 -24.50 -15.54
H 18.84 -23.62 -15.75
Br 17.31 -23.83 -7.48
C 17.87 -23.23 -9.27
C 18.07 -24.41 -10.24
Br 16.35 -25.09 -10.84
H 18.74 -22.57 -9.18
H 16.96 -22.81 -9.70
H 18.77 -25.15 -9.85
H 18.54 -24.04 -11.15
Br 23.26 -28.46 -18.25
C 23.53 -26.55 -17.65
C 22.09 -26.05 -17.51
Br 21.97 -24.10 -18.01
H 24.01 -25.95 -18.41
H 24.12 -26.46 -16.73
H 21.65 -26.08 -16.51
H 21.30 -26.48 -18.13
Br 19.25 -28.12 -11.67
C 17.42 -28.67 -12.10
C 16.84 -27.99 -13.29
Br 15.15 -28.88 -13.71
H 16.79 -28.81 -11.22
H 17.65 -29.67 -12.45
H 17.57 -28.05 -14.10
H 16.74 -26.91 -13.16
Br 21.37 -21.46 -7.03
C 23.03 -21.90 -8.03
C 22.94 -21.31 -9.40
Br 21.73 -22.19 -10.72
H 23.07 -22.98 -8.14
H 23.93 -21.65 -7.46
H 23.94 -21.13 -9.81
H 22.57 -20.29 -9.28
```